39
Properties=species:S:1:pos:R:3 method="wB97M-V/def2-TZVPD" multiplicity=2 mol_weight_g_mol=421.447 s_squared=0.759 energy_ev=-47121.71162
Tc 1.16 -1.62 -0.20
C -0.26 2.96 -2.37
C 3.06 -3.96 -1.42
H -2.90 1.04 -1.43
C 1.63 -5.66 -2.39
H 1.65 -0.84 3.94
S 3.30 -2.53 -0.44
N 0.05 -0.29 -1.16
S 0.37 -3.63 -1.11
H 0.05 -0.55 4.65
C -0.50 3.99 -1.28
C 0.58 -1.03 3.82
N 1.43 -6.64 -2.96
H -1.73 -0.46 1.32
C -2.59 3.06 -0.73
H -2.93 2.27 -2.71
H -3.63 3.34 -0.63
C -1.40 -0.77 2.31
H 0.80 2.72 -2.46
C 4.22 -4.59 -1.97
H -2.22 2.70 0.24
C -2.45 1.97 -1.78
H -1.59 -1.83 2.42
C 0.09 -0.48 2.48
C 0.35 1.03 2.40
H -0.62 3.34 -3.33
H -1.98 -0.23 3.07
C -0.42 0.69 -1.57
H -0.04 4.94 -1.55
O -1.89 4.23 -1.12
H -0.25 1.55 3.14
N 0.84 -1.10 1.41
H 0.09 1.40 1.40
H 1.41 1.24 2.58
H -0.06 3.64 -0.34
H 0.42 -2.10 3.86
N 5.15 -5.09 -2.43
N -1.02 1.74 -2.05
C 1.83 -4.44 -1.65

---

11
Properties=species:S:1:pos:R:3 method="wB97M-V/def2-TZVPD" mol_weight_g_mol=126.271 energy_ev=-34673.05314
H 1.52 -0.44 1.05
H 1.99 -0.96 -0.52
C -0.72 0.22 -0.10
H -1.59 1.47 1.68
S -1.41 -1.11 1.01
H 2.13 0.72 0.07
H -0.73 -2.13 0.42
S -1.02 1.87 0.48
H -0.73 0.86 -2.39
S -1.14 -0.27 -1.80
C 1.70 -0.21 0.09

---

20
Properties=species:S:1:pos:R:3 method="wB97M-V/def2-TZVPD" mol_weight_g_mol=103.165 energy_ev=-8931.33277
H 1.18 0.26 -1.84
N -1.13 2.13 -0.34
H -1.43 -1.45 1.33
H -1.93 2.55 -0.82
C -0.43 0.78 -0.55
H -0.36 -1.08 2.42
H 1.06 0.47 0.99
C -0.08 0.36 0.96
H -0.41 1.24 1.65
H 0.48 -3.15 1.33
C 0.61 -2.20 0.90
C 0.63 1.14 -1.62
H 1.68 -2.03 1.24
O 0.73 -2.28 -0.53
H 0.16 1.35 -2.58
H -0.04 -1.78 -0.90
C -0.37 -1.06 1.41
H -1.16 -0.01 -0.96
H 1.24 1.99 -1.39
H -0.44 2.77 -0.71

---

78
Properties=species:S:1:pos:R:3 method="wB97M-V/def2-TZVPD" mol_weight_g_mol=581.621 charge=+2 energy_ev=-66413.46769
P -0.08 2.44 -0.40
C -0.63 -5.46 -0.67
H 5.47 6.73 -2.06
C -0.82 2.61 -2.10
C 2.68 -0.02 1.97
C -4.25 -0.97 -0.15
C -0.62 4.01 -2.69
N -2.13 -0.06 0.55
C 0.13 -3.17 -0.25
H 2.66 -6.87 0.79
C -0.43 -6.83 -0.61
H 4.36 0.30 3.25
H 4.82 -0.28 1.65
C -0.60 3.89 0.56
N 3.97 1.93 -0.66
H 7.13 4.90 -1.88
C -2.77 0.76 1.41
C 4.35 3.17 -1.04
C 5.71 3.43 -1.31
H -4.64 1.45 2.19
C -4.90 -0.08 0.72
H 1.83 1.96 2.40
C -2.33 2.32 -2.00
P 2.18 0.08 0.17
H -1.25 4.74 -2.19
H -0.92 3.99 -3.74
H 3.11 -2.16 1.93
H 0.91 1.77 -3.16
N 2.08 3.98 -0.92
H -5.98 -0.08 0.80
C 0.36 -4.58 -0.21
H -0.37 3.76 1.62
H -1.67 4.05 0.45
C 1.55 -5.09 0.31
H -1.55 -5.06 -1.09
H -4.79 -1.67 -0.76
C -0.04 -1.97 -0.28
C 3.39 4.22 -1.14
H -1.19 -7.51 -0.97
C 2.45 -1.46 2.44
H 2.66 -1.53 3.51
H -1.08 1.37 2.42
C -2.89 -0.93 -0.20
C 3.82 5.52 -1.50
H 0.41 4.35 -2.63
N -2.03 1.62 2.18
H 4.34 1.41 1.88
C 1.74 0.92 2.73
H -0.19 0.54 -2.51
C 0.75 -7.33 -0.07
H 2.89 -1.03 -1.83
H -2.79 2.52 -2.96
C 1.72 2.76 -0.60
Al -0.25 -0.11 -0.02
C 3.19 -1.07 -0.79
H 3.04 -2.09 -0.43
H 2.31 -4.42 0.67
N 1.10 -9.89 0.10
H -0.65 1.45 -3.93
H 4.24 -0.78 -0.70
C -4.16 0.78 1.49
H 3.08 6.31 -1.57
H -0.04 4.74 0.17
H 0.69 0.61 2.60
C 6.09 4.69 -1.67
H 1.95 0.89 3.80
C 1.74 -6.46 0.38
C 0.95 -8.75 0.02
H -2.82 2.95 -1.26
C -0.14 1.54 -2.97
H 6.42 2.62 -1.22
H -2.34 -1.60 -0.85
H 1.42 -1.80 2.27
C 4.14 0.38 2.19
H -2.51 2.13 2.90
C 2.69 1.73 -0.43
C 5.13 5.74 -1.77
H -2.53 1.27 -1.75

---

74
Properties=species:S:1:pos:R:3 method="wB97M-V/def2-TZVPD" mol_weight_g_mol=630.580 energy_ev=-83601.73204
H -2.51 -1.15 2.28
H 0.66 1.73 3.43
C -0.05 -1.06 -4.86
H -1.57 1.92 2.47
H -5.14 -0.90 -0.71
F -1.06 5.92 -0.32
C 2.61 2.46 3.55
H -3.05 1.35 3.11
F -2.12 -4.91 -1.83
H -0.97 -1.13 -7.23
C -3.00 0.11 0.64
C -0.41 -2.04 -7.01
O 0.98 3.91 0.61
O 4.06 -0.26 0.83
C 0.09 -0.11 -2.48
H 2.33 -1.24 -3.70
S -0.56 -4.26 0.33
H -4.02 0.01 -1.78
H 2.15 2.79 1.47
O -0.34 1.92 -0.19
H 2.80 1.44 1.79
H 3.57 2.20 3.99
H 1.89 -1.99 -2.35
H 3.57 -0.14 4.75
H 0.81 -0.59 -5.35
F -2.00 4.33 0.97
O 0.52 3.67 -1.83
H 3.08 4.61 3.80
H 3.31 -1.45 3.61
H 1.86 -2.79 -3.73
H -1.53 0.71 3.78
O -0.02 -3.42 -0.75
F -2.39 -6.17 -0.12
O 3.31 -0.97 -0.96
H -4.27 -1.81 -1.87
H -0.83 -0.31 -4.94
H 0.97 0.40 -2.10
N 1.65 -1.89 -3.32
O -3.10 -0.99 -0.29
H -0.48 -0.29 -1.56
H -0.26 -0.10 0.72
H -0.44 -2.22 -3.15
H 2.27 -1.10 5.05
C -2.12 -0.22 1.87
H 1.97 4.08 5.02
H -2.70 1.06 0.20
O 0.34 -5.44 0.63
C -4.19 -0.92 -1.24
S 0.09 3.37 -0.45
N -0.68 -0.62 1.48
C 1.56 1.38 3.93
H 0.03 -0.53 2.20
H -3.99 0.23 1.07
O -0.39 -2.24 -5.59
N 2.90 2.41 2.04
H 1.42 1.42 5.01
C 2.81 -0.68 4.19
H 0.56 -2.03 -7.50
H -0.93 -2.88 -7.48
C 2.23 3.96 3.96
F -3.25 -4.23 -0.18
O 2.01 -0.08 0.41
H -0.65 -1.56 1.13
H 3.81 2.68 1.68
O 1.86 0.00 3.47
F -2.45 4.40 -1.20
C -2.04 1.03 2.87
H 1.44 4.39 3.35
C -1.47 4.58 -0.26
C 0.21 -1.39 -3.41
O -1.01 -3.48 1.49
N 3.10 -0.48 0.10
C -2.19 -4.92 -0.49
H -0.60 0.54 -3.01